Below is C32H55MoN8O8PSSe2 as an isolated structure, with properties calculated with the ωB97M-V functional and the def2-TZVPD basis.

## Properties
Energy above the lowest of the compared OMol25 structures with the same formula, charge and spin in kcal/mol: 20.38
Gap between HOMO and LUMO (spin up / spin down) in eV: 6.47 / 6.29
Energy in Eh: -7902.9026

```
108
C32H55MoN8O8PSSe2 the ωB97M-V functional and the def2-TZVPD basis
Mo 0.16 -0.55 0.05
O -1.72 -1.16 1.43
C -3.02 -0.57 1.44
C -3.44 -0.18 0.03
C -4.97 -0.06 0.01
O -5.50 0.90 0.92
C -2.86 1.18 -0.39
Se -1.08 1.63 0.31
C -3.10 -1.30 -0.97
Se -1.29 -1.32 -1.75
H -1.38 -1.25 2.33
H -3.02 0.32 2.09
H -3.72 -1.31 1.84
H -5.42 -1.05 0.20
H -5.29 0.26 -0.98
H -5.39 0.59 1.82
H -3.51 1.97 -0.02
H -2.83 1.24 -1.48
H -3.78 -1.24 -1.82
H -3.25 -2.27 -0.49
C -0.13 3.08 -4.81
C 0.42 1.91 -4.01
N 0.88 2.29 -2.69
C 2.06 2.83 -2.36
S 2.29 3.45 -0.81
N 3.03 2.82 -3.30
C 4.35 3.40 -3.12
C 4.42 4.85 -3.55
H -0.43 2.77 -5.81
H 0.61 3.88 -4.90
H -1.01 3.50 -4.31
H 1.23 1.41 -4.55
H -0.35 1.14 -3.86
H 0.19 2.37 -1.95
H 2.77 2.56 -4.24
H 5.06 2.79 -3.69
H 4.60 3.31 -2.06
H 4.17 4.96 -4.61
H 5.42 5.25 -3.40
H 3.71 5.44 -2.97
N 0.70 -2.10 0.92
P 1.85 -3.05 1.36
N 1.15 -4.46 1.86
C -0.28 -4.73 1.70
C -0.95 -4.94 3.06
C -0.24 -6.06 3.82
C 1.25 -5.77 3.94
C 1.86 -5.52 2.56
N 2.95 -3.28 0.14
C 2.34 -3.44 -1.20
C 3.40 -3.84 -2.21
C 4.01 -5.20 -1.88
C 4.06 -5.42 -0.36
C 4.16 -4.09 0.36
N 2.78 -2.56 2.66
C 2.01 -2.09 3.82
C 2.84 -2.24 5.08
C 4.18 -1.50 4.96
C 4.90 -1.92 3.68
C 3.98 -1.72 2.48
H -0.40 -5.63 1.09
H -0.73 -3.90 1.16
H -2.00 -5.18 2.91
H -0.89 -4.01 3.63
H -0.39 -7.01 3.29
H -0.68 -6.19 4.82
H 1.77 -6.61 4.42
H 1.41 -4.89 4.56
H 1.80 -6.45 1.97
H 2.91 -5.25 2.66
H 1.86 -2.50 -1.48
H 1.55 -4.21 -1.17
H 4.18 -3.07 -2.23
H 2.95 -3.84 -3.20
H 5.02 -5.26 -2.30
H 3.43 -6.00 -2.35
H 4.91 -6.06 -0.09
H 3.16 -5.93 -0.02
H 5.04 -3.54 -0.02
H 4.32 -4.23 1.42
H 1.09 -2.67 3.89
H 1.74 -1.03 3.66
H 3.03 -3.30 5.26
H 2.27 -1.85 5.94
H 4.80 -1.69 5.83
H 3.99 -0.42 4.92
H 5.18 -2.97 3.74
H 5.81 -1.33 3.54
H 4.47 -1.96 1.55
H 3.67 -0.67 2.44
O 1.83 0.06 -0.99
C 2.44 0.53 0.04
O 1.83 0.61 1.13
C 3.92 0.70 -0.01
C 4.55 1.47 0.95
C 5.93 1.51 0.95
C 6.71 0.81 0.04
C 6.03 0.04 -0.88
C 4.65 -0.03 -0.94
N 6.82 -0.76 -1.83
O 6.23 -1.61 -2.47
O 8.01 -0.54 -1.91
N 6.62 2.31 1.99
O 5.94 2.79 2.86
O 7.83 2.42 1.89
H 3.98 2.03 1.67
H 7.79 0.85 0.07
H 4.15 -0.65 -1.67
```